Record 1
A structure of composition C44H36INO4PdTe2. Source: the Open Molecules 2025 dataset; level of theory: ωB97M-V/def2-TZVPD.

```
! wB97M-V def2-TZVPD RIJCOSX def2/J DEFGRID3
* xyz 0 1
Pd -0.79459 0.44479 -0.20393
C 2.55401 -5.13227 -3.34346
C 1.76887 -4.13532 -2.53135
C 0.44043 -4.34345 -2.20192
C -0.25972 -3.44748 -1.40372
C -1.69929 -3.73530 -1.14202
O -2.37584 -4.28506 -1.98920
C -2.31710 -3.42981 0.19187
C -1.80034 -4.01698 1.34025
C -2.45937 -3.87032 2.55286
C -3.61851 -3.11061 2.62746
C -4.11629 -2.49465 1.48593
C -3.47490 -2.66659 0.26808
C 0.34072 -2.26094 -0.93729
O -0.36221 -1.50873 -0.12852
C 1.68148 -1.99410 -1.33343
C 2.35639 -2.95719 -2.08531
C 2.37049 -0.70220 -1.09397
N 1.74370 0.36322 -0.77905
C 2.47175 1.62616 -0.68395
C 1.51654 2.79100 -0.84079
Te 0.53763 2.92104 -2.74712
C -0.44958 1.03827 -2.88016
C -1.80439 0.86549 -2.56312
C -2.46563 -0.31962 -2.90643
C -1.79452 -1.33074 -3.56109
C -0.44948 -1.16338 -3.88966
C 0.20943 0.00196 -3.55882
C 3.85979 -0.68648 -1.30025
C 4.69762 -0.98106 -0.23216
C 6.07615 -0.94368 -0.39204
C 6.62473 -0.61345 -1.62252
C 5.79071 -0.32046 -2.69367
C 4.41382 -0.35716 -2.53291
H 1.90700 -5.92448 -3.71857
H 3.33973 -5.59970 -2.74647
H 3.03486 -4.65753 -4.20051
H -0.08351 -5.22391 -2.55713
H -0.89080 -4.60374 1.28002
H -2.06558 -4.34856 3.44075
H -4.12937 -2.99241 3.57460
H -5.00678 -1.88151 1.53879
H -3.87148 -2.20312 -0.62602
H 3.38817 -2.77096 -2.35842
H 3.26082 1.69347 -1.43558
H 2.96395 1.69794 0.29512
H 2.06546 3.73375 -0.78331
H 0.74428 2.79909 -0.07606
H -2.37838 1.67962 -2.13840
H -3.51558 -0.42531 -2.66446
H -2.30454 -2.25242 -3.80738
H 0.08351 -1.95653 -4.39965
H 1.24737 0.13210 -3.83737
H 4.26672 -1.24684 0.72634
H 6.72171 -1.17611 0.44503
H 7.69909 -0.58547 -1.74811
H 6.21311 -0.06318 -3.65630
H 3.76322 -0.12859 -3.36976
I -5.09592 8.18955 -1.00062
C -4.30111 6.31747 -0.52959
C -5.14491 5.31270 -0.07800
C -4.61345 4.07185 0.23597
C -3.25170 3.83373 0.09315
C -2.42074 4.84822 -0.36883
C -2.93959 6.09697 -0.67667
C -2.70771 2.47034 0.42186
O -3.41191 1.60587 0.92219
O -1.44783 2.35118 0.11532
H -6.20515 5.49632 0.02855
H -5.24658 3.27246 0.59755
H -1.36716 4.64672 -0.49702
H -2.29249 6.88625 -1.03344
C 0.86804 0.08491 2.88740
Te -1.15050 -0.13596 2.20776
C -1.40634 1.67364 3.30651
C -0.37730 1.60323 4.40704
C -0.51638 2.30307 5.59927
C 0.44922 2.19890 6.58992
C 1.55921 1.38804 6.39532
C 1.70549 0.68867 5.20632
C 0.74559 0.79703 4.20794
H 1.37941 0.69329 2.13998
H 1.36653 -0.87939 2.95543
H -2.42628 1.72850 3.67831
H -1.23129 2.50314 2.62310
H -1.38917 2.92565 5.75558
H 0.32875 2.74114 7.51853
H 2.30693 1.29411 7.17183
H 2.56886 0.05197 5.05360
*
```

F_max ... 0.0113 hartree/bohr
Calculated total energy ... -82059.55285 eV
Orbital gap ... 0.264 hartree


Record 2
A structure of composition C44H36MoN12O7S3 in a non-equilibrium geometry. Source: the Open Molecules 2025 dataset; level of theory: ωB97M-V/def2-TZVPD.

```
! wB97M-V def2-TZVPD RIJCOSX def2/J DEFGRID3
* xyz 2 3
Mo 0.34478 2.19803 0.84174
N -0.76519 1.01886 -0.38289
S -1.29443 -0.30366 -0.71103
N -0.15688 -1.38283 -1.19568
S 0.55338 -2.44605 -0.33627
N 1.30808 -2.03257 0.96677
S 2.15909 -0.66851 1.02547
N 1.40526 0.60773 1.07339
C 3.27868 -0.61631 -0.32689
C 4.34605 -1.50804 -0.35717
C 5.21157 -1.45214 -1.43452
C 5.00278 -0.52004 -2.44996
C 3.92872 0.36012 -2.39956
C 3.05196 0.32139 -1.32645
C 3.10982 -0.92991 2.46235
C 2.81041 -1.94113 3.36325
C 3.57813 -2.03267 4.51307
C 4.61096 -1.12980 4.73591
C 4.88950 -0.11890 3.81794
C 4.13130 -0.00531 2.66896
C 1.64961 -3.21451 -1.46694
C 2.42143 -4.25778 -0.95931
C 3.29287 -4.89893 -1.81774
C 3.38234 -4.49257 -3.14912
C 2.60429 -3.44696 -3.62865
C 1.71777 -2.79331 -2.78517
C -0.49618 -3.74458 0.20032
C -1.20604 -4.38992 -0.80814
C -2.05960 -5.41573 -0.45299
C -2.19061 -5.77890 0.88605
C -1.46788 -5.12402 1.87464
C -0.60166 -4.09360 1.53803
C -2.30503 -0.26280 -2.14383
C -2.70010 -1.43734 -2.77825
C -3.53163 -1.34795 -3.87986
C -3.94974 -0.10184 -4.33612
C -3.52702 1.06122 -3.70427
C -2.69920 0.98915 -2.59381
C -2.22746 -1.08810 0.57704
C -3.43380 -1.73485 0.32468
C -4.15605 -2.23136 1.39777
C -3.68233 -2.06872 2.69543
C -2.47515 -1.42189 2.92869
C -1.73897 -0.92327 1.86802
H 4.50215 -2.22014 0.44802
H 6.06120 -2.12380 -1.47675
H 5.69567 -0.47253 -3.28351
H 3.78107 1.08782 -3.18913
H 2.21909 0.99977 -1.25518
H 1.99960 -2.63352 3.16734
H 3.36859 -2.80901 5.23758
H 5.20996 -1.21381 5.63538
H 5.69468 0.58174 4.00041
H 4.32155 0.78527 1.95007
H 2.33553 -4.55831 0.08178
H 3.90046 -5.71869 -1.45466
H 4.06344 -5.00392 -3.81957
H 2.68010 -3.14265 -4.66571
H 1.09543 -1.97542 -3.13169
H -1.07679 -4.10289 -1.84830
H -2.61726 -5.94154 -1.21776
H -2.85715 -6.58978 1.15741
H -1.57226 -5.41821 2.91224
H -0.02674 -3.56451 2.28762
H -2.34968 -2.40229 -2.42445
H -3.85299 -2.25032 -4.38565
H -4.60723 -0.03781 -5.19540
H -3.84033 2.02840 -4.07714
H -2.33937 1.87731 -2.09168
H -3.82287 -1.83310 -0.67919
H -5.10601 -2.72289 1.22182
H -4.26871 -2.43469 3.53135
H -2.11917 -1.27880 3.94295
H -0.81973 -0.39348 2.04096
N 1.79654 3.14144 1.73296
C 2.84764 3.53729 2.13928
N 3.93122 3.84533 2.60028
C 4.87621 4.76794 2.68585
N 5.74560 5.52390 2.79924
O -5.94805 6.09926 -1.88237
N -5.86526 5.13395 -1.15240
O -6.78703 4.45286 -0.74854
C -4.49811 4.73956 -0.72090
C -3.41270 5.41404 -1.24274
C -2.15972 5.03796 -0.85366
C -1.96042 4.00960 0.07137
O -0.75304 3.59831 0.47321
C -3.08657 3.36775 0.57058
C -4.35885 3.71278 0.16416
N -2.94559 2.19496 1.45450
O -1.93376 2.04516 2.09559
O -3.86036 1.44199 1.48810
N -1.01250 5.75509 -1.45857
O 0.03870 5.15435 -1.52710
O -1.19267 6.91580 -1.74886
H -3.55253 6.22217 -1.94875
H -5.22487 3.18714 0.54121
N -0.48850 6.52389 0.94748
N 0.82523 5.97971 1.14070
H -0.46372 7.51049 0.72495
H -0.99332 6.41708 1.81159
H 1.34550 6.51509 1.82595
H 1.31482 6.03725 0.26284
*
```

⟨S²⟩ ... 2.02
F_max ... 0.0400 hartree/bohr
Calculated total energy ... -112756.44186 eV
Orbital gap (spin up / spin down) ... 0.237 / 0.260 hartree


Record 3
A structure of composition C44H37CrP2 in a non-equilibrium geometry. Source: the Open Molecules 2025 dataset; level of theory: ωB97M-V/def2-TZVPD.

```
! wB97M-V def2-TZVPD RIJCOSX def2/J DEFGRID3
* xyz 2 4
C -0.19970 -0.58444 -3.62341
C 0.70683 -1.18625 -2.70271
C 0.93905 -2.58465 -2.74021
C 0.24180 -3.36525 -3.66233
C -0.69955 -2.77012 -4.49892
C -0.95142 -1.40073 -4.46784
P 1.55228 -0.13669 -1.41520
C 3.08623 -0.95045 -0.87566
C 3.15965 -1.51855 0.41571
C 4.21573 -2.36724 0.74113
C 5.23172 -2.59358 -0.19476
C 5.23261 -1.91943 -1.41701
C 4.17679 -1.07228 -1.75685
Cr -0.29555 -0.95465 -0.45653
P -1.84044 0.01100 0.91231
C -1.97838 -1.78868 0.47250
C -3.12409 -2.37233 -0.14044
C -2.95048 -3.56871 -0.82400
C -1.78757 -4.33277 -0.65225
C -0.77139 -3.93119 0.18150
C -0.80248 -2.62548 0.72997
C -2.62414 0.14854 2.51796
C -2.30589 1.28504 3.27772
C -2.81884 1.41582 4.56725
C -3.62157 0.38805 5.07827
C -3.91367 -0.75489 4.33187
C -3.40926 -0.88737 3.04239
C -2.63955 1.18080 -0.19295
C -1.87779 2.04454 -1.00841
C -2.49148 2.81891 -1.99632
C -3.87384 2.75950 -2.16775
C -4.63866 1.89056 -1.38792
C -4.03218 1.11094 -0.39707
C 1.99247 1.44800 -2.10068
C 2.23925 1.58231 -3.47564
C 2.50913 2.84035 -4.00758
C 2.56054 3.95891 -3.17013
C 2.36209 3.82340 -1.79286
C 2.07104 2.57534 -1.25485
H -1.63589 2.04099 2.85309
H -2.57862 2.30765 5.15185
H -4.02113 0.49307 6.08425
H -4.54847 -1.54020 4.73488
H -3.61075 -1.76529 2.42981
H -4.12168 -1.91647 -0.00712
H -3.76261 -3.93802 -1.47112
H -1.72469 -5.28858 -1.16859
H 0.02807 -4.60985 0.46886
H -0.17078 -2.39869 1.59709
H -0.79657 2.08488 -0.88424
H -1.87468 3.46223 -2.63143
H -4.35650 3.38178 -2.92672
H -5.71475 1.79897 -1.55133
H -4.62512 0.43140 0.21334
H 2.21789 0.70687 -4.12396
H 2.68649 2.94341 -5.07639
H 2.76649 4.94234 -3.58935
H 2.43873 4.69117 -1.13692
H 1.90711 2.44030 -0.18748
H 2.37181 -1.28303 1.13835
H 4.23906 -2.84923 1.71942
H 6.03026 -3.28568 0.05535
H 6.05808 -2.05449 -2.11611
H 4.17467 -0.51832 -2.69888
H 1.64994 -3.03321 -2.04373
H 0.42874 -4.44172 -3.70721
H -1.25633 -3.38198 -5.21336
H -1.70863 -0.96762 -5.12346
H -0.31592 0.50345 -3.64384
H -1.37679 -0.70699 -1.67590
H -1.96165 -0.21814 -1.79188
C -0.06085 0.27302 1.22935
C 0.73834 0.76512 2.09469
C 1.42775 1.35364 3.17202
C 1.49186 0.74298 4.45186
C 2.11570 1.39544 5.53654
C 2.67494 2.66994 5.38291
C 2.63798 3.27773 4.11650
C 2.06271 2.62869 3.02731
H 1.04013 -0.24037 4.61379
H 2.14111 0.90942 6.52069
H 3.13845 3.19215 6.23482
H 3.06179 4.26868 3.99933
H 2.06504 3.11629 2.05464
*
```

⟨S²⟩ ... 3.98
F_max ... 0.0701 hartree/bohr
Calculated total energy ... -93207.70951 eV
Orbital gap (spin up / spin down) ... 0.255 / 0.205 hartree


Values of relative energy (zero: lowest compared OMol25 entry of this formula, charge and spin), in order: 13.20; 0.00; 0.00, all in kcal per mole.